1.
Computed, not measured: a molecular structure, C27H42Cl3FeN4O3Si at a distorted geometry, with wB97M-V/def2-TZVPD.

Last column: Mulliken spin population.
Element x y z (Å)
C 0.333 2.055 1.897  0.00
C 0.249 1.702 6.525  0.00
H 2.695 3.756 -2.196  0.00
H -1.321 3.137 -0.727  0.00
H -3.259 -2.106 -1.055  0.00
C -0.147 -1.688 3.570  0.02
C -3.127 -1.434 -1.901  0.00
O -3.440 -0.570 0.783  0.00
N -2.945 -0.082 -1.423  0.00
H -1.270 4.476 3.258  0.00
Cl 3.181 -3.539 3.042  0.14
H -0.342 -4.940 1.553  0.00
N 1.097 -1.212 3.717  0.05
H -0.027 2.396 7.333  0.00
H 1.069 4.930 1.093  0.00
H 2.083 -0.901 -2.291  0.00
O -0.512 1.162 2.016  0.00
H 2.474 -3.247 -1.076  0.00
H -3.071 1.326 0.096  0.00
H -1.267 -5.538 -1.246  0.00
C -0.181 1.354 -1.232  -0.04
H 2.135 3.891 2.102  0.00
C 0.451 0.515 -4.665  0.01
N 0.108 3.366 2.152  0.00
H -1.811 1.049 6.062  0.00
H -1.930 2.999 2.472  0.00
Fe 2.515 -1.520 2.547  3.71
C -0.317 0.110 4.850  -0.02
O 0.221 -1.591 -1.905  0.81
H -0.907 0.635 -0.843  0.00
C 1.853 3.102 -1.969  0.01
C 1.151 4.381 2.046  0.00
H 2.363 2.060 6.828  0.00
H 1.371 1.845 1.557  0.01
C 0.926 0.862 -1.902  0.06
C 0.621 3.609 -1.538  0.00
H -1.577 -4.126 -2.302  0.00
H -2.955 1.934 -2.001  0.00
H -2.383 -4.264 -0.664  0.00
H -2.218 0.818 -3.183  0.00
C 1.998 1.724 -2.139  -0.01
C 1.673 -3.851 -1.532  0.00
H 3.054 0.613 4.847  0.00
H -0.376 -0.206 -6.534  0.00
H 0.622 -2.680 -4.427  0.00
N -1.023 -0.909 4.196  0.01
H -1.563 4.474 1.512  0.00
H 1.331 -1.671 -5.726  0.00
Cl 3.309 -0.171 1.140  0.11
Cl -0.717 -2.011 0.562  0.05
H -0.182 1.552 -6.346  0.00
H 0.247 1.461 -4.162  0.00
H -2.253 -1.743 -2.484  0.00
C 0.290 0.582 -6.150  0.00
H 1.308 -4.297 1.505  0.00
C 0.497 -4.712 0.890  -0.01
H -2.036 -0.917 4.062  0.00
H 0.499 4.692 -1.443  0.00
H 2.929 1.292 -2.526  0.00
H 0.885 -5.665 0.462  0.00
H 1.675 -3.596 -2.632  0.00
C -0.393 2.737 -1.124  0.00
C -1.248 3.848 2.360  0.00
C -0.743 0.981 5.851  0.00
C 1.621 1.515 6.242  0.00
H 2.047 -4.908 -1.467  0.00
C 2.013 0.707 5.162  -0.03
C -3.155 0.226 -0.092  0.00
C -3.031 0.941 -2.454  0.00
Si 0.014 -3.550 -0.603  0.00
C -1.477 -4.460 -1.262  0.00
H 2.304 -2.047 -4.276  0.00
C 1.284 -1.825 -4.641  0.00
H 1.226 0.558 -6.734  0.00
C 0.861 -0.564 -3.969  0.09
H -0.452 -2.626 3.104  -0.01
H 1.038 5.096 2.874  0.00
H -4.011 -1.476 -2.550  0.00
C 1.026 -0.077 4.541  0.02
C 1.013 -0.606 -2.432  -0.01
H -3.990 0.860 -2.988  0.00

Orbital gap (spin up / spin down) in eV: 9.271 / 6.126
Maximum force in Eh/bohr: 0.0810
Net charge: 0
Energy in eV: -120617.22969
⟨S²⟩: 8.772
2S+1: 6
Highest occupied orbital energy (spin up / spin down) in eV: -8.789 / -8.581

2.
Computed, not measured: 2 unconnected molecules or ions with the total composition C5H9N, with wB97M-V/def2-TZVPD.

Last column: Löwdin charge in e.
Element x y z (Å)
H 1.312 -1.644 0.458  0.08
H 2.570 1.104 -0.373  0.11
C -1.668 1.062 -0.104  -0.07
H -1.743 1.466 0.908  0.09
H -1.429 -0.844 0.845  0.00
C 1.845 0.479 0.137  -0.07
H -2.422 -1.021 -0.960  0.11
N 0.708 0.067 -0.643  -0.01
H 1.595 0.686 1.178  0.09
C -0.553 0.166 -0.407  -0.30
H -1.945 1.735 -0.921  0.11
C -1.816 -0.462 -0.253  -0.13
C 1.667 -0.949 -0.304  -0.08
H -0.369 -0.661 1.794  -0.05
H 2.272 -1.320 -1.127  0.11

Orbital gap in eV: 6.410
Maximum force in Eh/bohr: 0.0137
Net charge: 0
Energy in eV: -6813.48897
Energy above the lowest of the compared OMol25 structures with the same formula, charge and spin in kJ/mol: 724.2
2S+1: 1
Highest occupied orbital energy in eV: -6.221

Question: Which of these has the lowest energy?
Answer: C27H42Cl3FeN4O3Si